Density functional theory data (ωB97M-V with the def2-TZVPD basis set) for C18H27MgN2O5Te as an isolated structure in a non-equilibrium geometry.

energy above the lowest of the compared OMol25 structures with the same formula, charge and spin: 0.0 kcal/mol
F_max: 1.26 eV/A
molar mass: 503.33 g mol⁻¹
total energy: -45062.31688 eV
charge: -1
HOMO: -2.17 eV

```
54
Properties=species:S:1:pos:R:3:forces:R:3:lowdin_charge:R:1
Mg -0.843407 -1.300097 0.363325 -0.2687 -0.0590 -0.3735 0.13
C 6.388800 -0.459030 3.134785 -0.0511 0.0377 -0.0171 -0.10
O 5.455495 -0.494751 2.077119 0.0414 -0.0883 -0.1012 -0.08
C 4.129317 -0.564045 2.392626 0.0558 0.0805 0.2863 -0.28
C 3.664068 -0.401462 3.718908 -0.0244 -0.0344 -0.2110 -0.05
C 2.310696 -0.477142 3.930446 0.0429 -0.0092 0.0043 -0.04
C 1.380935 -0.712104 2.903307 -0.2390 0.0890 0.2297 -0.09
C -0.035816 -0.816674 3.213575 0.2269 -0.1548 -0.1980 -0.35
C -0.592098 -0.401639 4.554740 0.0018 0.0022 0.0258 0.00
O -0.869816 -1.223910 2.396430 -0.0964 0.1566 0.0703 -0.03
C 1.857124 -0.849353 1.551042 0.0467 0.0385 -0.1067 -0.34
O 1.096291 -0.983556 0.534596 0.0811 -0.1278 0.1747 -0.13
C 3.263628 -0.781135 1.354534 -0.1091 0.0233 0.0062 0.07
H 7.369020 -0.549078 2.673078 0.0137 0.0089 0.0114 0.09
H 6.237442 -1.288899 3.829708 0.0206 -0.0053 0.0006 0.09
H 6.336159 0.484937 3.684821 0.0083 -0.0068 0.0166 0.09
H 4.335664 -0.223313 4.544153 0.0013 -0.0078 -0.0034 0.09
H 1.957752 -0.367592 4.946254 0.0014 0.0250 -0.0052 0.10
H 0.078314 -0.545747 5.396455 -0.0048 -0.0297 0.0000 0.06
H -1.516790 -0.951128 4.713459 -0.0101 0.0170 0.0116 0.09
H -0.834210 0.662288 4.490254 0.0024 -0.0022 0.0104 0.10
H 3.638658 -0.898366 0.347094 0.0112 0.0099 -0.0030 0.13
Te -2.532299 -2.864794 -0.935339 -0.1338 -0.2714 0.0607 -0.12
N -0.825091 -0.536606 -1.632915 0.6907 0.9207 0.5060 0.04
C -0.417367 -0.296281 -2.707893 -0.5324 -0.7610 -0.3331 -0.25
N -0.359314 -0.634593 -4.005024 0.2610 0.2520 -0.2199 -0.10
C -0.019405 0.403588 -4.971041 -0.0286 -0.0286 0.0322 -0.15
C -1.274488 1.162321 -5.368321 -0.0757 0.0209 0.0008 -0.21
O -2.254004 0.283604 -5.889625 0.0446 -0.0438 0.0284 -0.14
C -2.614996 -0.713852 -4.925300 -0.0554 0.0580 -0.0633 -0.18
C -1.421271 -1.530349 -4.485777 0.0258 -0.1339 0.1100 -0.15
H 0.406242 -0.079502 -5.854733 0.0201 -0.0004 0.0135 0.12
H 0.727028 1.069093 -4.536035 -0.0157 0.0081 0.0051 0.12
H -1.062152 1.901678 -6.142536 -0.0120 -0.0138 -0.0114 0.12
H -1.675931 1.680836 -4.484678 0.0251 0.0179 -0.0031 0.12
H -3.361705 -1.346832 -5.402994 -0.0103 0.0079 0.0159 0.13
H -3.069586 -0.236275 -4.048774 0.0057 -0.0002 0.0072 0.12
H -1.014320 -2.109061 -5.318362 0.0047 0.0175 -0.0147 0.13
H -1.700271 -2.210340 -3.670407 -0.0191 0.0452 0.0093 0.02
C -4.059575 0.030035 1.347756 -0.0544 -0.0245 0.0893 -0.10
C -3.329421 0.845262 0.310317 0.0263 0.0438 0.1220 -0.29
O -1.971825 1.039845 0.738196 0.0816 -0.1957 -0.2458 -0.21
C -1.337697 2.052449 -0.035885 -0.0566 0.0270 0.1554 -0.30
C 0.102079 2.179638 0.398169 0.1236 0.0421 -0.0506 -0.06
H -5.044481 -0.249343 0.970242 -0.0021 0.0434 -0.0055 0.08
H -4.175062 0.590749 2.278858 0.0189 0.0037 -0.0050 0.07
H -3.530752 -0.901906 1.545533 0.0078 -0.0051 -0.0429 0.03
H -3.791885 1.835067 0.198149 -0.0209 -0.0025 -0.0327 0.11
H -3.332650 0.331938 -0.656509 0.0328 -0.0371 0.0146 0.08
H -1.878904 2.995304 0.124675 0.0031 0.0123 -0.0107 0.12
H -1.401178 1.797289 -1.097249 -0.0077 0.0146 0.0087 0.09
H 0.169191 2.410093 1.463256 -0.0135 -0.0048 0.0069 0.08
H 0.590127 2.982755 -0.159378 -0.0361 0.0235 0.0242 0.08
H 0.653747 1.259965 0.202934 -0.0492 0.0012 -0.0002 0.06
```
Positions in Å, forces in eV/Å.



Density functional theory data (ωB97M-V with the def2-TZVPD basis set) for an isolated ion of composition C2H6N5O2 and charge +1 in a non-equilibrium geometry.

structure (SMILES): [H]/N=[N+](/N=C/O)NC(N)=O
energy above the lowest of the compared OMol25 structures with the same formula, charge and spin: 39.6 kcal/mol
F_max: 4.91 eV/A
molar mass: 132.10 g mol⁻¹
total energy: -13706.00297 eV
charge: +1
HOMO: -15.04 eV

```
15
Properties=species:S:1:pos:R:3:forces:R:3:lowdin_charge:R:1
C -1.998154 -0.237129 0.193981 1.9712 1.4241 -0.1297 -0.15
C 1.068791 0.173907 0.794475 0.9420 0.2124 0.7909 -0.48
N -0.357736 0.951598 -2.412065 0.5707 -0.3549 0.2017 0.23
N -1.107544 -0.296501 -0.740735 -3.8344 -2.9692 0.7867 0.15
N 2.279872 -0.380923 1.287745 -3.0971 1.5126 -0.9644 0.17
N 1.023219 0.252084 -0.657604 1.6831 -0.0743 0.4266 0.15
N -0.210052 0.403262 -1.283762 3.1864 2.0253 -1.8703 -0.25
O 0.164135 0.635446 1.455037 0.8510 -0.4492 -0.3590 0.08
O -2.733089 -1.248143 0.508834 -0.4195 -0.4763 -0.4648 0.18
H -1.983594 0.629545 0.832580 -0.5753 0.5234 0.1102 0.15
H 0.533926 1.253777 -2.937199 -1.2885 -0.4432 1.8184 0.15
H 2.604588 -1.084913 0.641756 0.5898 -0.4246 0.8238 0.10
H 2.229237 -0.454152 2.320600 0.4960 -0.4484 -1.1843 0.14
H 1.919807 0.451423 -1.170838 -1.7181 -0.1407 0.3395 0.19
H -3.433405 -1.049282 1.167196 0.6426 0.0831 -0.3254 0.17
```
Positions in Å, forces in eV/Å.



Density functional theory data (ωB97M-V with the def2-TZVPD basis set) for one molecule with the formula C20H28N2O5.

structure (SMILES): CCCCOc1ccc(C(=O)N2CCNC(=O)[C@@H]2CC(=O)OC(C)C)cc1
energy above the lowest of the compared OMol25 structures with the same formula, charge and spin: 29.5 kcal/mol
F_max: 0.84 eV/A
molar mass: 376.45 g mol⁻¹
total energy: -34413.54881 eV
HOMO: -8.68 eV

```
55
Properties=species:S:1:pos:R:3:forces:R:3:lowdin_charge:R:1
C -8.429497 -0.503265 -1.096793 0.0526 0.2032 -0.1360 -0.11
C -7.809701 0.875830 -1.292985 0.0425 -0.0830 0.2242 -0.26
C -6.754617 1.217114 -0.242324 0.2497 -0.1082 -0.1788 -0.18
C -5.508328 0.342869 -0.342383 -0.3632 0.0077 -0.1425 -0.21
O -4.558406 0.856452 0.571936 0.1305 0.0863 0.1557 -0.04
C -3.356252 0.242444 0.690382 0.2327 -0.0353 0.0931 -0.26
C -2.947948 -0.867719 -0.043040 -0.3346 0.0920 -0.0954 0.00
C -1.688254 -1.405707 0.159831 0.2123 0.0994 0.2159 -0.03
C -0.817228 -0.851610 1.086300 -0.2529 -0.1446 0.0474 -0.17
C -1.234305 0.245664 1.834428 -0.0405 -0.1285 -0.0913 -0.02
C -2.483517 0.790323 1.634519 -0.1776 0.0082 -0.0887 0.01
H -2.816615 1.643469 2.203583 -0.0379 0.1070 0.0745 0.12
H -0.573872 0.666617 2.577940 0.0602 0.0643 0.0858 0.13
C 0.518291 -1.471859 1.347915 -0.0700 -0.0064 -0.0276 -0.41
O 0.716792 -2.195624 2.304528 -0.1175 -0.0772 0.2746 0.08
N 1.501251 -1.181349 0.452277 0.2624 -0.1151 -0.0555 0.01
C 1.312165 -0.323412 -0.696576 -0.2556 0.7440 -0.2918 -0.16
C 2.280469 -0.590335 -1.855343 -0.1691 -0.2381 -0.0066 -0.46
O 2.288887 0.133956 -2.829051 -0.1525 0.3029 -0.1692 0.07
N 3.064644 -1.679199 -1.772735 0.3581 -0.2926 -0.2318 0.09
H 3.661978 -1.848216 -2.568748 -0.1376 0.1068 0.0008 0.15
C 3.119908 -2.584802 -0.649646 -0.1681 -0.0432 0.4141 -0.14
C 2.797813 -1.798254 0.614859 0.2937 -0.4733 0.0835 -0.11
H 2.738911 -2.451542 1.487648 0.0582 0.1040 -0.1683 0.13
H 3.558554 -1.031516 0.775465 -0.0378 -0.1505 0.0297 0.11
H 4.119249 -3.020652 -0.586713 -0.0568 0.0441 0.0008 0.12
H 2.392620 -3.398030 -0.775926 0.1389 0.0176 0.1029 0.13
H 0.311949 -0.514974 -1.109991 0.3125 0.0605 -0.0186 0.16
C 1.350145 1.176973 -0.352249 0.0864 -0.1171 -0.1671 0.00
C 2.665196 1.708907 0.177570 -0.5197 0.1516 0.1381 -0.47
O 2.748165 2.672383 0.892921 0.0579 0.0961 0.0601 0.12
O 3.712188 1.029249 -0.284735 0.1837 -0.2134 -0.1762 -0.01
C 5.026239 1.551695 -0.012421 0.5289 0.2703 0.1654 -0.39
C 5.487687 1.148345 1.383765 -0.3327 0.1281 -0.2525 -0.03
H 5.568056 0.065988 1.464396 0.0438 -0.1123 -0.0031 0.08
H 4.782475 1.510234 2.127925 0.0025 0.0177 0.0773 0.08
H 6.460832 1.587350 1.584404 0.1255 0.0249 0.0351 0.09
C 5.937663 1.013535 -1.105441 -0.4117 0.1421 0.1691 -0.03
H 5.518738 1.242167 -2.081796 0.0147 0.0186 -0.1164 0.09
H 6.034727 -0.065512 -1.012742 0.0494 -0.1451 -0.0037 0.08
H 6.920990 1.466911 -1.022979 0.1204 0.0227 0.0167 0.08
H 4.961606 2.645848 -0.066707 -0.0076 -0.2192 -0.0153 0.15
H 0.564124 1.428949 0.360127 0.1205 -0.0093 -0.0846 0.12
H 1.162287 1.724139 -1.281367 -0.0309 0.0089 0.0819 0.14
H -1.389342 -2.277331 -0.405698 0.0359 -0.0699 -0.0715 0.13
H -3.599929 -1.324841 -0.770407 -0.0852 -0.0097 -0.0499 0.11
H -5.106812 0.378455 -1.365243 -0.0065 -0.0486 0.0857 0.14
H -5.743658 -0.698741 -0.089669 0.0813 0.0588 -0.0587 0.13
H -7.177229 1.112444 0.758184 -0.0080 0.0418 0.0641 0.12
H -6.442024 2.255868 -0.363650 0.0189 0.0164 0.0584 0.12
H -7.362751 0.936155 -2.287919 -0.0336 0.0901 -0.0599 0.11
H -8.599547 1.627766 -1.240057 0.0387 0.0337 -0.0866 0.11
H -8.837370 -0.597304 -0.092989 -0.0585 -0.0680 0.1176 0.08
H -9.236304 -0.657159 -1.809523 -0.0753 -0.1059 -0.0313 0.07
H -7.694110 -1.289621 -1.245535 0.0289 -0.1557 0.0063 0.06
```
Positions in Å, forces in eV/Å.